{"formula": "C8H8F3NOS", "method": "ωB97M-V/def2-TZVPD", "elements": ["C", "C", "C", "N", "C", "S", "C", "C", "O", "C", "C", "F", "F", "F", "H", "H", "H", "H", "H", "H", "H", "H"], "positions_angstrom": [[4.069, 0.737, 0.011], [2.904, 0.668, -0.241], [1.485, 0.670, -0.532], [0.676, 0.623, 0.742], [0.810, -0.642, 1.323], [-0.667, -1.781, 0.663], [-1.484, -0.417, 0.222], [-2.818, -0.223, -0.350], [-3.612, -1.377, -0.497], [-0.658, 0.995, 0.724], [-1.172, 2.302, 0.199], [-0.290, 3.300, 0.440], [-1.447, 2.388, -1.111], [-2.243, 2.691, 0.888], [5.002, 1.151, 0.316], [1.202, -0.227, -1.121], [1.312, 1.718, -0.933], [1.750, -1.217, 1.264], [0.582, -0.372, 2.393], [-2.643, 0.424, -1.292], [-3.516, 0.448, 0.190], [-3.004, -2.098, -0.535]], "lumo_energy_ev": [-0.438, -0.438], "smiles": "C#CCN1CSC(CO)=C1C(F)(F)F", "relative_energy_ev": 1.091}